{"formula": "C4H7O3", "method": "ωB97M-V/def2-TZVPD", "elements": ["O", "C", "O", "C", "H", "H", "H", "O", "C", "C", "H", "H", "H", "H"], "xyz": [[1.31070, -1.11755, 0.91645], [0.34614, -0.45065, 1.35878], [-0.33060, 0.38955, 0.71460], [0.06049, -0.59985, 2.86187], [-0.48477, 0.26810, 3.23700], [-0.60797, -1.44298, 3.07065], [1.03174, -0.76300, 3.32618], [1.00471, -0.39296, -3.25612], [0.56245, 0.08334, -2.23366], [-0.75227, 0.83078, -2.19681], [1.08717, 0.02191, -1.26563], [-1.30816, 0.84489, -3.14007], [-0.55868, 1.89392, -2.00679], [-1.36096, 0.43450, -1.38646]], "de_lowest_kj_mol": 50.5, "orbital_gap_ev": 8.36, "total_energy_ha": -382.3895, "charge": -1}

{"formula": "C2H9OS", "method": "ωB97M-V/def2-TZVPD", "elements": ["O", "H", "H", "H", "C", "C", "S", "H", "H", "H", "H", "H", "H"], "xyz": [[-0.71651, -0.02677, -1.38797], [-0.79773, -1.02383, -1.56101], [-1.68028, -3.52236, -1.63161], [-1.41797, 0.60562, -1.37063], [0.21580, 1.10319, 1.41731], [1.64105, 0.82591, 1.18598], [2.17708, 0.70923, -0.36017], [-0.30024, -0.04539, 1.43692], [0.20761, 1.39897, 2.56817], [-0.26757, 1.64332, 0.58773], [-2.37268, -3.34972, -1.84702], [2.43842, 0.94012, 2.04024], [0.87301, 0.74169, -1.07795]], "de_lowest_kj_mol": 292.9, "orbital_gap_ev": 10.27, "total_energy_ha": -554.6385, "charge": 1}

{"formula": "C4H8N2", "method": "ωB97M-V/def2-TZVPD", "elements": ["C", "C", "C", "N", "C", "N", "H", "H", "H", "H", "H", "H", "H", "H"], "xyz": [[0.87360, -0.96941, 0.97547], [-0.25031, 0.11623, 1.02632], [-0.69756, 0.13362, -0.44061], [-1.21950, 1.37756, -0.95750], [0.57718, -0.28384, -1.12592], [1.54298, -0.40594, -1.76316], [1.54194, -0.92491, -0.06204], [0.40912, -1.96030, 1.08904], [1.63327, -0.81395, 1.72458], [-1.09735, -0.07539, 1.71674], [0.15522, 1.10048, 1.29861], [-1.44887, -0.64903, -0.60507], [-0.49659, 2.09224, -0.95617], [-1.52314, 1.26263, -1.92028]], "de_lowest_kj_mol": 209.4, "orbital_gap_ev": 10.81, "total_energy_ha": -266.6422, "smiles": "CC[C@@H](N)C#N"}

{"formula": "C3H12N3", "method": "ωB97M-V/def2-TZVPD", "elements": ["C", "C", "C", "N", "N", "N", "H", "H", "H", "H", "H", "H", "H", "H", "H", "H", "H", "H"], "xyz": [[-1.88344, 0.44551, 0.57369], [-0.43849, -1.67215, 0.57171], [-0.78063, -0.39183, -0.06344], [1.81639, 1.56317, 0.56660], [-0.04995, 0.12858, -0.92359], [0.94046, -0.46200, -1.54533], [-1.98766, 1.28692, -0.21091], [-1.51524, 0.89681, 1.47846], [-2.74251, -0.13315, 0.60424], [0.61736, -1.71738, 1.00753], [-0.47917, -2.47017, -0.25374], [-1.20984, -2.06520, 1.32206], [1.94088, 1.35895, 1.50811], [1.27575, 2.39561, 0.39251], [-0.21002, 1.07569, -1.19202], [0.95178, -0.43706, -2.55155], [1.01302, -1.45483, -1.38326], [2.74132, 1.65254, 0.09894]], "de_lowest_kj_mol": 258.8, "orbital_gap_ev": 10.20, "total_energy_ha": -285.4668, "charge": 1}